[1]
Molecular formula: C31H69N5O5PS2
Method: DFT, ωB97M-V with the def2-TZVPD basis set

Each line ends with the Mulliken charge.
Cartesian coordinates (Å):
S  -3.47680  4.39646  -3.46399  0.838
S  -4.23633  2.20505  -1.71679  0.901
P  -4.55245  3.70211  -5.18436  0.407
O  -3.56088  1.03887  -0.89494  -0.570
O  -6.12463  3.59053  -4.84948  -0.610
O  -5.14224  1.51075  -2.76176  -0.671
O  -2.17462  5.09634  -4.01793  -0.661
O  -4.27537  5.54788  -2.75397  -0.555
N  -2.92261  3.14498  -2.37980  -0.249
N  1.18875  0.74468  -3.04067  0.132
N  -1.56154  -1.71891  8.08568  0.140
N  7.64342  0.09019  -3.82704  0.084
N  -1.23346  -3.76965  2.71459  0.378
C  0.39321  -0.41988  -2.64525  -0.242
C  5.79449  -1.09806  -5.13777  -0.791
C  -2.02899  -4.93421  3.11001  -0.421
C  7.32832  1.44954  -4.27237  -0.361
C  1.21876  -1.53494  -2.00753  -1.151
C  -2.43400  0.34718  9.19699  -1.430
C  1.98891  -0.17975  -5.28871  -1.178
C  -0.11919  -4.02179  1.79950  -0.693
C  -0.56555  1.83317  -4.55278  -0.590
C  -4.64653  4.40498  0.23294  0.533
C  -1.47281  -0.25975  8.17752  -0.301
C  -5.52408  5.81865  0.22411  -0.367
C  -2.88068  -2.27357  7.77785  -0.767
C  -0.43329  -4.69408  0.46655  -0.968
C  2.30301  0.49254  -3.95576  -0.436
C  -0.29582  -1.97890  5.87678  -0.649
C  -3.56715  -1.80473  6.49866  -0.433
C  -5.03667  7.21624  0.94166  -0.326
C  -3.20316  4.42658  1.01070  -0.231
C  6.20270  2.10680  -3.47705  -1.006
C  -0.44212  -2.32352  7.35477  -0.847
C  9.00964  -0.60962  -5.87462  -0.955
C  -5.33928  3.11795  -0.50934  -0.714
C  -1.20344  -6.04927  3.74773  -1.415
C  -2.04777  -2.59046  2.39948  -0.281
C  -3.58456  7.24084  1.72135  -0.363
C  -2.69409  5.83814  1.74868  -0.398
C  8.91034  -0.41780  -4.36533  -0.711
C  -2.98775  -2.68116  1.20248  -1.145
C  0.37444  1.92387  -3.35578  -0.818
C  6.53684  -0.86794  -3.82501  -0.799
H  8.67132  0.27051  -6.42956  0.271
H  9.70673  0.27195  -4.05965  0.416
H  0.49718  -5.04451  0.00617  0.388
H  -0.48720  -3.41482  7.46059  0.359
H  -6.34725  3.44598  -1.00722  0.305
H  0.48658  -2.03462  7.86222  0.368
H  -0.02150  1.87166  -5.49689  0.294
H  -2.65031  -2.35112  3.28440  -0.062
H  -2.44371  -2.64267  0.25837  0.135
H  2.83605  1.43101  -4.15256  0.205
H  6.88955  -1.83540  -3.44656  0.337
H  -0.34953  -0.90171  5.69290  0.327
H  0.68033  -2.32281  5.51632  0.414
H  1.03093  2.79335  -3.48684  0.296
H  -0.22811  2.16321  -2.47086  0.412
H  -1.63455  0.21998  7.20650  0.260
H  -2.23084  1.41778  9.30790  0.432
H  -2.82446  -3.36914  7.76517  0.334
H  6.10271  3.15676  -3.77260  0.453
H  -0.17133  -0.83257  -3.48796  0.217
H  -1.86807  -6.83018  4.13271  0.439
H  3.04039  -0.12770  -3.43169  0.249
H  0.55414  -2.31585  -1.62255  0.207
H  -4.06104  2.47150  -5.75509  0.096
H  -3.47765  0.24337  8.88507  0.288
H  -1.39127  -1.72097  2.26842  0.420
H  -0.45989  0.01518  8.49687  0.426
H  -1.25050  2.68866  -4.54509  0.079
H  -3.67271  -1.82567  1.21017  0.451
H  -1.08605  -5.56318  0.57711  0.298
H  -1.17735  0.92632  -4.53424  0.234
H  -1.05138  -2.47791  5.26939  -0.042
H  -3.53287  -0.71962  6.37612  0.254
H  2.91938  -0.53019  -5.74909  0.458
H  -2.56053  3.45123  1.07827  0.289
H  1.33615  -1.04885  -5.17815  0.217
H  -0.89303  -3.99944  -0.23853  0.119
H  -3.27897  8.24086  2.24627  0.268
H  8.21618  2.08073  -4.14241  0.457
H  -5.75815  8.15622  0.88126  0.249
H  -0.52920  -6.52064  3.02628  0.292
H  -3.54846  -2.05090  8.61901  0.322
H  8.44047  -1.47723  -6.20942  0.227
H  1.89300  -2.00631  -2.72898  0.232
H  10.05469  -0.78813  -6.15226  0.395
H  -0.34597  -0.10773  -1.89707  0.441
H  0.41385  -3.08331  1.60270  0.386
H  9.16027  -1.36524  -3.87130  0.352
H  -4.62354  -2.09446  6.52395  0.441
H  -1.66772  5.90346  2.34831  0.239
H  1.81259  -1.15764  -1.16852  0.319
H  6.37046  -1.72068  -5.82453  0.275
H  -3.13262  -2.27019  5.61234  -0.272
H  -2.59353  -5.34689  2.26730  0.350
H  -0.60961  -5.67197  4.58674  0.271
H  6.40954  2.08019  -2.40214  0.327
H  -6.57838  5.81570  -0.29955  0.186
H  7.07667  1.48100  -5.33767  0.261
H  5.23845  1.62287  -3.65957  -0.111
H  -4.46042  4.73956  -6.21683  0.085
H  1.52917  0.51489  -5.99379  0.329
H  0.61819  -4.64203  2.32357  0.386
H  -2.31471  -0.11948  10.18031  0.326
H  -5.62715  2.34569  0.34766  0.371
H  5.80426  -0.54051  -3.07722  0.354
H  4.85664  -1.62850  -4.93875  0.341
H  -2.76817  -4.62206  3.85819  0.423
H  5.53646  -0.16511  -5.64440  0.237
H  -3.59955  -3.58801  1.22102  0.287

As for the net charge: -1. The strongest force on any atom is 0.16449 Eh/bohr. For the total energy, the calculation gives -3009.84565 a.u. The value obtained for the gap between HOMO and LUMO is 0.2965 hartree. The LUMO energy comes out at 0.083 Eh. The calculation puts the HOMO energy at -0.214 hartree.

---

[2]
Molecular formula: C31H69NO12S8
Method: DFT, ωB97M-V with the def2-TZVPD basis set

Each line ends with the Mulliken charge.
Cartesian coordinates (Å):
S  5.51272  -7.02360  -3.49490  0.681
S  5.19751  5.14698  5.90273  0.592
S  0.85832  7.85541  5.40836  0.513
S  -0.69748  3.91350  1.96785  0.612
S  1.85295  0.58484  4.65228  0.541
S  0.20651  -2.45905  -6.48412  -0.128
S  1.40085  -6.24231  -1.93724  0.488
S  -6.77412  1.61937  1.66163  0.390
O  -5.60387  1.65108  0.72392  -0.511
O  0.38304  3.15184  1.25923  -0.636
O  2.74682  -5.98162  -2.54570  -0.446
O  -6.63031  -3.29601  -2.01537  -0.539
O  5.12136  6.64316  5.97653  -0.615
O  0.14316  0.85765  -5.48041  -0.629
O  6.48687  -5.88411  -3.54378  -0.666
O  0.37745  0.61642  4.92005  -0.619
O  3.61221  -1.21740  -4.11877  -0.378
O  -1.08031  0.08708  -3.35361  -0.073
O  -0.31455  6.94346  5.20220  -0.591
O  -7.04072  -2.11591  -4.15822  -0.342
N  0.84639  -1.92549  -3.47143  -0.265
C  -1.18082  1.78252  -1.42484  -0.043
C  0.00154  5.50376  2.47545  -0.858
C  4.68969  -7.10490  -5.10331  -0.987
C  0.63341  -2.25650  -4.81562  0.230
C  -2.70961  2.23146  -1.80759  -0.793
C  6.45705  -8.55505  -3.69017  -1.029
C  2.08131  0.64211  2.85791  -0.670
C  -8.24941  2.04230  0.70476  -0.819
C  -0.96776  -1.00336  -0.88646  -1.121
C  2.40637  -1.12478  4.85689  -0.995
C  2.15633  6.89549  6.22625  -0.591
C  -0.75608  0.27245  -1.90085  1.355
C  -7.42774  -2.52581  -2.78615  0.644
C  -0.83966  3.23044  3.63644  -0.900
C  -8.88218  -2.04681  -2.19449  -0.697
C  0.08180  0.26230  -4.28686  -0.059
C  -3.80212  1.01095  -1.86869  -0.035
C  1.62525  -6.34501  -0.14439  -1.021
C  6.92120  4.67547  6.18874  -0.986
C  1.02469  -7.99468  -2.17944  -1.052
C  -6.39184  -0.78967  -4.07602  -0.509
C  -4.79251  -0.87835  -3.60119  -0.399
C  0.91237  0.35302  -1.96460  -1.887
C  -7.21301  -0.11650  1.92499  -0.746
C  3.85522  -3.54312  -2.93249  -0.212
C  5.16519  4.68636  4.15409  -0.755
C  0.48346  8.91109  6.82821  -1.004
C  -4.24774  0.65969  -3.44220  -0.489
C  1.27154  -0.46634  -3.37791  1.527
C  2.83748  -0.05668  -3.65175  -0.665
C  4.24544  -1.95127  -3.01133  -0.411
H  5.76914  -9.39920  -3.77911  0.346
H  7.03788  3.60162  6.02463  0.357
H  -0.90021  1.92140  -0.28217  -0.105
H  -5.16359  1.37151  -3.69622  0.463
H  -7.04689  -0.13510  -3.35239  0.208
H  -1.53383  3.83757  4.22222  0.519
H  2.93842  0.80652  -4.46989  0.258
H  3.13822  0.50076  2.61980  0.451
H  1.39486  1.40644  -2.21394  0.422
H  0.88195  -8.17446  -3.24783  0.324
H  -1.38668  -1.96693  -1.42753  0.224
H  -8.31634  1.40681  -0.18168  0.141
H  -0.03382  -1.27986  -0.23726  0.214
H  -9.13820  1.91344  1.32690  0.393
H  1.75820  1.62181  2.49811  0.119
H  0.18483  8.29855  7.68245  0.299
H  5.33884  3.61223  4.05557  0.330
H  2.51835  6.13652  5.52869  -0.172
H  -0.72003  6.03739  3.09858  0.431
H  -6.40430  -0.59862  2.47928  0.314
H  0.10612  -8.24877  -1.64530  0.411
H  -4.24655  -1.45130  -4.48837  0.159
H  1.48121  -0.13512  2.37968  0.184
H  7.57754  5.23189  5.51604  0.300
H  5.43293  -7.13157  -5.90393  0.409
H  -4.66358  -1.50550  -2.61854  0.267
H  -3.07206  2.96185  -0.93605  0.193
H  3.28252  0.41143  -2.65961  0.341
H  2.71223  -3.76066  -3.10686  0.049
H  2.41565  -7.06041  0.09307  0.313
H  1.51735  0.04081  -1.01224  0.184
H  4.06546  -6.21545  -5.21898  0.295
H  4.05905  -7.99598  -5.14680  0.329
H  -8.13522  -0.17541  2.50790  0.389
H  3.45268  -1.20921  4.55400  0.359
H  5.42185  -1.89197  -3.19379  0.268
H  1.90746  -5.35708  0.22712  0.299
H  0.68712  -6.65223  0.32385  0.416
H  -9.73520  -2.79168  -2.51156  0.303
H  4.13162  -3.98655  -1.86296  0.234
H  1.75501  6.40672  7.11673  0.367
H  -4.80078  1.43696  -1.37250  0.171
H  -1.81702  -0.68319  -0.11112  0.292
H  -8.17438  3.08767  0.39535  0.317
H  -0.45977  2.53296  -2.00939  0.251
H  -7.34311  -0.61915  0.96410  0.087
H  1.78631  -1.79415  4.25558  0.293
H  -6.36917  -0.35192  -5.16105  0.281
H  0.20993  6.09304  1.57934  0.446
H  -3.52223  0.05814  -1.24937  0.111
H  1.85212  -8.60944  -1.81676  0.290
H  2.31334  -1.39572  5.91145  0.336
H  5.92978  5.24208  3.60573  0.340
H  7.17857  4.91244  7.22377  0.336
H  -3.39040  0.95447  -4.20982  0.177
H  -0.33826  9.57846  6.55701  0.339
H  2.98168  7.55688  6.50024  0.443
H  -2.69514  2.91324  -2.78651  0.315
H  4.43123  -4.16815  -3.76600  -0.015
H  4.18018  4.93096  3.74902  0.135
H  0.14085  3.21094  4.11845  0.100
H  7.08345  -8.69162  -2.80548  0.317
H  -8.77791  -2.05774  -1.00706  0.208
H  -9.08174  -0.93969  -2.55541  0.242
H  4.06064  -1.49605  -1.94621  0.196
H  7.09166  -8.49246  -4.57688  0.328
H  0.93007  5.34466  3.02810  -0.040
H  1.36286  9.50722  7.08299  0.381
H  -1.22640  2.21108  3.56226  0.321

The strongest force on any atom is 0.17586 Eh/bohr. For the total energy, the calculation gives -5365.03226 a.u. The value obtained for the gap between HOMO and LUMO is 0.2977 hartree. The LUMO energy comes out at -0.010 Eh. The calculation puts the HOMO energy at -0.307 hartree.